Density functional theory data (the ωB97M-V functional and the def2-TZVPD basis) for a cluster of 17 separate species, C38H117N7O17 in total.

Last column: Mulliken charge in e.
Atoms and positions in Å:
C (2.691, -0.925, -2.408)  -0.553
O (3.741, -0.112, -2.017)  -0.810
H (2.871, -1.181, -3.460)  0.520
H (2.734, -1.931, -2.000)  0.148
H (1.726, -0.462, -2.261)  0.163
H (3.476, 0.212, -1.146)  0.292
C (1.070, -4.344, -0.601)  0.992
O (0.638, -5.669, -0.145)  -0.552
H (0.241, -3.688, -0.862)  -0.099
H (1.597, -3.814, 0.211)  -1.055
H (1.847, -4.429, -1.423)  0.391
H (0.574, -6.254, -0.833)  0.273
C (-2.266, 2.708, 3.041)  0.354
O (-2.834, 2.691, 4.344)  -0.556
H (-1.624, 3.559, 2.805)  -0.132
H (-1.581, 1.799, 2.985)  -0.242
H (-3.114, 2.673, 2.303)  0.219
H (-3.030, 3.586, 4.712)  0.299
C (-0.418, -5.623, 3.206)  -0.457
O (0.616, -4.978, 2.475)  -0.324
H (0.004, -6.339, 3.867)  0.366
H (-1.005, -4.829, 3.644)  -0.069
H (-1.051, -6.191, 2.552)  0.297
H (0.972, -5.485, 1.730)  0.136
C (2.288, -2.119, 3.647)  -0.151
O (2.632, -3.514, 3.640)  -0.615
H (1.216, -1.959, 3.962)  0.400
H (2.816, -1.650, 4.516)  0.130
H (2.492, -1.656, 2.716)  -0.185
H (1.855, -4.052, 3.446)  0.370
C (-4.924, -0.100, -2.366)  -0.989
O (-3.828, -0.168, -1.394)  -0.025
H (-5.661, 0.538, -1.978)  0.379
H (-4.633, 0.400, -3.291)  0.275
H (-5.326, -1.098, -2.560)  0.310
H (-4.218, -0.556, -0.639)  0.189
C (-3.044, -4.417, 0.428)  -0.287
O (-3.265, -3.504, 1.432)  -0.170
H (-2.008, -4.295, 0.219)  -0.154
H (-3.301, -5.431, 0.688)  0.385
H (-3.526, -4.149, -0.496)  0.214
H (-3.983, -3.770, 2.056)  0.289
C (-6.049, -1.052, 1.431)  -0.699
O (-5.283, -1.734, 0.431)  -0.570
H (-6.590, -0.367, 0.825)  0.411
H (-6.811, -1.747, 1.861)  0.134
H (-5.451, -0.551, 2.197)  0.300
H (-4.476, -2.098, 0.862)  0.356
C (4.513, 2.603, -4.107)  -0.798
O (3.533, 2.389, -3.157)  -0.398
H (5.364, 3.113, -3.720)  0.300
H (4.916, 1.694, -4.517)  0.348
H (4.129, 3.165, -4.981)  0.160
H (3.691, 1.437, -2.838)  0.494
C (-0.803, -0.115, -6.183)  -0.226
O (-1.441, 0.885, -5.391)  -0.511
H (-1.362, -0.101, -7.161)  0.262
H (0.211, 0.237, -6.322)  0.315
H (-0.783, -1.173, -5.822)  -0.227
H (-1.336, 0.585, -4.453)  0.264
C (6.173, -2.494, -0.124)  -1.345
C (5.589, -2.894, 1.227)  0.388
C (5.885, -1.987, 2.439)  -0.231
O (7.263, -1.787, 2.646)  -0.423
C (7.744, -2.608, 3.633)  -0.625
N (4.125, -2.707, 1.054)  -0.098
H (5.766, -1.541, -0.533)  0.107
H (6.004, -3.362, -0.781)  0.399
H (7.279, -2.465, -0.149)  0.401
H (5.880, -3.977, 1.514)  0.200
H (5.435, -2.507, 3.330)  0.490
H (5.472, -1.009, 2.317)  -0.113
H (7.482, -3.652, 3.552)  0.290
H (7.378, -2.176, 4.617)  0.264
H (8.856, -2.515, 3.683)  0.263
H (3.791, -3.392, 0.348)  0.001
H (3.631, -3.029, 1.839)  0.091
C (1.209, -3.672, -4.147)  -0.923
C (0.142, -4.673, -4.455)  0.566
C (-1.235, -4.024, -4.498)  -0.960
O (-1.357, -3.225, -3.376)  0.133
C (-2.658, -2.585, -3.303)  -0.793
N (0.492, -5.358, -5.667)  -0.676
H (0.914, -3.195, -3.235)  -0.140
H (1.076, -2.911, -4.941)  0.357
H (2.286, -3.914, -4.115)  0.362
H (0.115, -5.436, -3.692)  0.060
H (-1.970, -4.795, -4.527)  0.369
H (-1.304, -3.373, -5.351)  0.332
H (-3.374, -3.428, -3.219)  0.422
H (-2.878, -2.068, -4.275)  0.408
H (-2.795, -1.875, -2.487)  -0.092
H (0.661, -4.681, -6.385)  0.285
H (-0.267, -5.971, -5.981)  0.264
C (2.343, 2.759, 0.680)  -1.031
C (3.077, 1.629, 1.302)  0.618
C (2.799, 1.440, 2.775)  -0.949
O (1.371, 1.237, 3.054)  0.261
C (1.110, 0.971, 4.402)  -0.931
N (2.740, 0.404, 0.627)  0.658
H (2.316, 2.723, -0.419)  -0.250
H (2.698, 3.753, 0.926)  0.824
H (1.239, 2.760, 1.014)  -0.185
H (4.171, 1.843, 1.156)  0.290
H (3.175, 2.314, 3.371)  0.556
H (3.403, 0.547, 3.195)  0.166
H (0.063, 0.691, 4.450)  0.185
H (1.345, 1.884, 4.973)  0.229
H (1.746, 0.146, 4.732)  0.314
H (3.133, -0.510, 0.989)  -0.587
H (1.764, 0.322, 0.320)  -0.296
C (-1.135, 2.957, -0.849)  -0.918
C (-0.649, 1.500, -0.917)  0.688
C (-0.870, 0.726, 0.368)  -0.437
O (-0.077, -0.433, 0.291)  1.762
C (-0.365, -1.462, 1.192)  -0.015
N (-1.217, 0.852, -2.087)  0.777
H (-0.618, 3.468, 0.001)  -0.090
H (-2.241, 3.011, -0.613)  0.371
H (-0.844, 3.515, -1.765)  -0.004
H (0.443, 1.504, -1.060)  -0.776
H (-1.981, 0.510, 0.411)  0.543
H (-0.505, 1.277, 1.197)  -0.555
H (-1.436, -1.671, 1.329)  0.138
H (0.100, -1.255, 2.180)  -0.749
H (0.152, -2.376, 0.909)  -0.402
H (-1.082, -0.127, -2.059)  -0.221
H (-2.189, 1.053, -2.161)  0.124
C (-3.138, -3.582, 5.488)  -1.383
C (-4.052, -2.532, 4.921)  1.014
C (-5.343, -3.221, 4.468)  -1.058
O (-5.194, -4.126, 3.380)  -0.215
C (-6.180, -5.063, 3.219)  -0.951
N (-4.411, -1.423, 5.795)  -0.686
H (-2.335, -3.023, 6.026)  0.397
H (-2.678, -4.285, 4.772)  0.052
H (-3.700, -4.005, 6.284)  0.390
H (-3.587, -1.980, 4.076)  -0.019
H (-6.082, -2.474, 4.169)  0.287
H (-5.679, -3.787, 5.323)  0.568
H (-6.675, -5.198, 4.157)  0.381
H (-5.755, -6.048, 2.989)  0.285
H (-6.974, -4.767, 2.466)  0.265
H (-3.654, -0.761, 5.944)  0.252
H (-4.773, -1.696, 6.669)  0.203
C (0.308, 4.288, -6.951)  -1.420
C (1.186, 4.072, -5.704)  0.244
C (0.553, 4.595, -4.459)  -0.372
O (0.304, 5.979, -4.522)  -0.399
C (-0.492, 6.538, -3.541)  -0.513
N (1.481, 2.573, -5.505)  -0.561
H (0.784, 3.742, -7.748)  0.400
H (0.136, 5.388, -7.088)  0.334
H (-0.652, 3.817, -6.606)  0.250
H (2.126, 4.547, -5.855)  0.482
H (1.145, 4.286, -3.636)  0.452
H (-0.380, 4.033, -4.225)  0.107
H (-0.705, 7.585, -3.915)  0.244
H (0.064, 6.555, -2.554)  0.095
H (-1.383, 5.933, -3.419)  0.314
H (0.534, 2.187, -5.454)  0.240
H (1.949, 2.527, -4.636)  0.172
C (0.777, 6.328, 0.604)  -0.464
C (0.241, 7.049, 1.840)  0.377
C (-0.609, 8.239, 1.425)  -0.847
O (-0.993, 8.916, 2.621)  -0.354
C (-0.843, 10.317, 2.610)  -0.777
N (-0.511, 6.144, 2.659)  -0.362
H (1.369, 6.950, -0.081)  0.551
H (-0.094, 5.908, 0.108)  0.126
H (1.387, 5.492, 0.864)  -0.319
H (1.112, 7.578, 2.292)  0.042
H (-1.475, 7.990, 0.799)  0.326
H (0.141, 8.832, 0.909)  0.429
H (0.169, 10.652, 2.485)  0.319
H (-1.204, 10.692, 3.553)  0.261
H (-1.523, 10.726, 1.859)  0.308
H (-1.100, 6.633, 3.369)  0.275
H (0.192, 5.565, 3.181)  0.235

As for the total energy: -3179.99852 hartree. The value obtained for the orbital gap is 8.954 eV. As for the HOMO energy: -8.61 eV.